# 1
This record from the OMol25 dataset describes one molecule with the formula C13H17N5O4. The level of theory is ωB97M-V/def2-TZVPD.

For the energy above the lowest of the compared OMol25 structures with the same formula, charge and spin, the calculation gives 382.7 kJ/mol. The SMILES is C=C1[C@H](CO)[C@@H](O)C[C@@H]1n1c(OC)nc2c(=O)[nH]c(N)nc21. The value obtained for the gap between HOMO and LUMO is 8.2 eV.

```
39
C13H17N5O4 | the OMol25 dataset | ωB97M-V/def2-TZVPD
O 0.58762 -4.94547 -1.28198
N 2.33073 -1.56829 -0.44955
N -1.08518 -2.40993 -0.98597
O -2.38336 -0.45691 -0.53211
O -1.81769 2.06540 2.77675
O 0.86095 3.88882 -0.52094
C 1.11637 -3.86877 -1.04756
C 2.95226 -2.65042 -0.54442
C -1.19374 -1.12817 -0.72922
C 0.66616 0.60604 2.24441
C 0.28021 -2.62845 -0.89044
C 0.96555 -1.51551 -0.68692
C 0.32668 1.26810 1.04444
N 4.23431 -2.40443 -0.43243
N 2.46442 -3.93740 -0.81499
N 0.03460 -0.56315 -0.58521
C -3.52680 -1.25839 -0.84783
C -0.28063 1.82968 -1.20004
C -1.79359 2.61631 1.44924
C 0.50503 0.81179 -0.33808
C -0.29889 3.11143 -0.43795
C -0.26222 2.61523 1.07930
H -2.66825 1.96050 3.04914
H 0.82702 4.77291 -0.00519
H 0.30918 0.91470 3.18066
H 1.15855 -0.37580 2.17690
H 4.86390 -3.20574 -0.26356
H 4.35275 -1.45697 -0.05210
H 3.06376 -4.78330 -0.90902
H -4.42132 -0.69546 -0.50427
H -3.40556 -2.18741 -0.30975
H -3.71341 -1.42259 -1.95185
H 0.17740 2.07522 -2.11450
H -1.31153 1.43460 -1.49352
H -2.22705 3.62058 1.49268
H -2.37687 1.98564 0.78764
H 1.61977 0.90623 -0.46562
H -1.23144 3.69215 -0.60221
H 0.30031 3.28726 1.71606
```


# 2
This record from the OMol25 dataset describes one molecule with the formula C13H17N5OS. The level of theory is ωB97M-V/def2-TZVPD.

For the energy above the lowest of the compared OMol25 structures with the same formula, charge and spin, the calculation gives 149.4 kJ/mol. The SMILES is Cc1cc(C(=O)CSc2nnnn2C)c(C)n1C1CC1. The value obtained for the gap between HOMO and LUMO is 8.6 eV.

```
37
C13H17N5OS | the OMol25 dataset | ωB97M-V/def2-TZVPD
C -3.31320 -1.15507 -1.56718
C -2.29657 -0.62632 -0.61861
C -1.48574 -1.33389 0.21003
C -0.69644 -0.39850 0.93637
C -1.07975 0.87533 0.50145
N -2.03151 0.72266 -0.45016
C -2.74043 1.69876 -1.21105
C -3.51549 2.81540 -0.56557
C -2.32590 3.12305 -1.42535
H -1.43361 3.50529 -0.96592
H -2.50209 3.52661 -2.41120
H -3.42061 2.94403 0.50140
H -4.50457 3.03152 -0.93905
H -3.20974 1.23049 -2.06559
C -0.47960 2.15962 0.94602
H -1.23566 2.89627 1.20641
H 0.12937 1.96767 1.82548
H 0.16782 2.56883 0.16870
C 0.38141 -0.69876 1.83439
O 0.94003 0.09697 2.57622
C 0.91333 -2.12751 1.78144
H 1.72156 -2.24757 2.50376
H 0.12856 -2.85474 1.98157
S 1.54675 -2.54064 0.10276
C 1.79714 -0.93199 -0.51863
N 1.18220 -0.37371 -1.53792
N 1.68026 0.84487 -1.64139
N 2.56451 1.06467 -0.75458
N 2.68977 -0.03594 -0.02105
C 3.60758 -0.15515 1.06888
H 4.40467 0.56951 0.91736
H 4.01199 -1.16752 1.09040
H 3.09576 0.06046 2.01058
H -1.46437 -2.40090 0.29974
H -3.03554 -0.94733 -2.60097
H -3.37253 -2.23313 -1.44601
H -4.29907 -0.73104 -1.37563
```


# 3
This record from the OMol25 dataset describes one molecule with the formula C13H17NO3S. The level of theory is ωB97M-V/def2-TZVPD.

For the energy above the lowest of the compared OMol25 structures with the same formula, charge and spin, the calculation gives 105.6 kJ/mol. The SMILES is CSc1ncccc1C(=O)OCC(=O)C(C)(C)C. The value obtained for the gap between HOMO and LUMO is 8.6 eV.

```
35
C13H17NO3S | the OMol25 dataset | ωB97M-V/def2-TZVPD
C -4.73793 -2.47050 0.25108
H -4.70770 -3.55288 0.18879
H -4.99152 -2.14994 1.25494
H -5.44706 -2.06386 -0.46073
S -3.06142 -1.88870 -0.16304
C -3.31787 -0.18118 -0.00862
N -4.53326 0.22616 0.34090
C -4.75900 1.51794 0.46914
C -3.79491 2.49524 0.25961
C -2.52500 2.08487 -0.10724
C -2.26574 0.72681 -0.25225
C -0.95316 0.19827 -0.62789
O -0.71021 -0.98484 -0.72141
O -0.04803 1.15548 -0.90069
C 1.26592 0.67638 -1.10981
H 1.83319 1.50304 -1.54010
C 1.87654 0.23445 0.22219
O 1.25145 0.34771 1.24164
C 3.30980 -0.28560 0.18027
C 4.20931 0.94551 0.37842
H 3.95731 1.45391 1.30602
H 5.24987 0.63287 0.42674
H 4.09925 1.64831 -0.44467
C 3.50401 -1.25534 1.34908
H 3.20813 -0.78290 2.28177
H 2.88941 -2.14096 1.20694
H 4.54576 -1.55772 1.42076
C 3.66094 -0.98247 -1.13413
H 4.66377 -1.39829 -1.06077
H 3.64537 -0.29205 -1.97369
H 2.97130 -1.79935 -1.33283
H 1.24492 -0.17341 -1.80024
H -1.73140 2.79524 -0.28002
H -4.03248 3.53949 0.38256
H -5.76955 1.77830 0.75730
```


# 4
This record from the OMol25 dataset describes one molecule with the formula C13H18BrNO2. The level of theory is ωB97M-V/def2-TZVPD.

For the energy above the lowest of the compared OMol25 structures with the same formula, charge and spin, the calculation gives 0.0 kJ/mol. The SMILES is CC(C)OCCCNC(=O)c1ccc(Br)cc1. The value obtained for the gap between HOMO and LUMO is 9.8 eV.

```
35
C13H18BrNO2 | the OMol25 dataset | ωB97M-V/def2-TZVPD
C -3.57312 -2.39174 -0.86204
H -3.74207 -1.94047 -1.83698
H -2.93677 -3.26379 -0.99040
H -4.53127 -2.70662 -0.45838
C -2.90503 -1.40140 0.09354
C -2.66774 -2.04157 1.45823
H -2.20208 -1.32935 2.13471
H -3.60936 -2.37212 1.88677
H -2.00606 -2.89657 1.34859
O -1.63100 -0.99046 -0.39272
C -1.63398 0.03254 -1.36293
C -1.86432 1.44092 -0.78569
H -1.49752 2.16396 -1.51447
H -2.92831 1.62669 -0.63248
C -1.13963 1.63636 0.55378
N 0.20671 1.12071 0.53056
C 1.28549 1.91432 0.35456
O 1.21602 3.12734 0.29207
C 2.59302 1.19235 0.25631
C 3.62008 1.81730 -0.44572
C 4.85801 1.21804 -0.57369
C 5.06859 -0.01420 0.02207
C 4.06920 -0.64505 0.74415
C 2.83088 -0.03981 0.85790
H 2.06426 -0.52719 1.44169
H 4.25920 -1.59798 1.21402
Br 6.76948 -0.85549 -0.14235
H 5.65135 1.70068 -1.12335
H 3.42907 2.78413 -0.88607
H 0.28055 0.11989 0.43323
H -1.07818 2.70037 0.79085
H -1.68735 1.12134 1.34809
H -0.64026 -0.01595 -1.81829
H -2.37367 -0.16579 -2.14859
H -3.55417 -0.52139 0.21300
```


Number 1: HOMO level -0.2818 hartree. Number 2: HOMO level -0.2971 hartree. Number 3: HOMO level -0.3025 hartree. Number 4: HOMO level -0.3375 hartree.